#a
21
Properties=species:S:1:pos:R:3 method="wB97M-V/def2-TZVPD" homo_ev=-14.75 smiles=CCC[N+](C)(N)N charge=+1 lumo_energy_ev=-2.92
C 2.192 -0.520 0.369
C 1.423 0.797 -0.042
C 0.075 0.726 -0.766
N -0.934 -0.045 -0.080
C -2.261 0.371 -0.629
N -0.691 -1.384 -0.232
N -0.852 0.327 1.359
H 1.630 -0.871 1.193
H 2.226 -1.143 -0.492
H 3.152 -0.174 0.748
H 2.245 1.276 -0.578
H 1.207 1.366 0.875
H -0.301 1.808 -0.948
H 0.309 0.351 -1.750
H -2.878 -0.385 -0.485
H -2.668 1.141 -0.001
H -2.200 0.511 -1.705
H 0.054 -1.561 -0.953
H -0.612 -1.939 0.596
H -0.169 -0.150 1.971
H -1.759 0.441 1.763



#b
21
Properties=species:S:1:pos:R:3 method="wB97M-V/def2-TZVPD" homo_ev=-14.35 charge=+1 lumo_energy_ev=-3.11
C -0.676 2.535 -1.357
C -0.110 2.496 0.156
H -1.473 1.734 -1.720
H -1.166 3.437 -1.372
H 0.304 2.393 -1.937
H 0.905 1.982 0.199
H -0.800 2.181 1.006
H -0.022 3.625 0.190
C 0.549 -1.409 -1.417
C 0.059 -1.641 1.067
N -0.148 -1.818 -0.185
N 1.055 -0.756 1.533
N -0.813 -2.221 1.939
H -0.931 -2.451 -0.535
H 1.626 -0.258 0.905
H 1.414 -1.019 2.300
H -1.462 -2.942 1.754
H -0.561 -2.104 2.864
H 0.421 -2.059 -2.222
H 1.702 -1.268 -1.353
H 0.125 -0.434 -1.815



#c
21
Properties=species:S:1:pos:R:3 method="wB97M-V/def2-TZVPD" homo_ev=-14.89 charge=+1 lumo_energy_ev=-3.06
C -0.915 -1.568 1.460
C 1.014 -1.181 0.062
N 0.017 -1.947 0.390
N 1.351 0.112 0.525
N 1.921 -1.599 -0.865
H -0.204 -2.903 0.038
H 1.002 0.290 1.439
H 1.471 0.926 -0.045
H 2.033 -2.555 -1.079
H 2.368 -0.916 -1.414
H -1.779 -1.189 0.840
H -0.792 -0.613 2.002
H -1.021 -2.352 2.153
C -0.207 2.460 -0.736
C -1.379 1.402 -0.545
H 0.450 2.375 -1.715
H -0.662 3.453 -0.958
H 0.433 2.414 0.144
H -1.821 1.199 -1.530
H -2.270 1.707 -0.022
H -1.010 0.486 -0.144



Least stable of them? #a.



#a
21
Properties=species:S:1:pos:R:3 method="wB97M-V/def2-TZVPD" homo_ev=-13.70 charge=+1 lumo_energy_ev=-3.02
N 1.355 -3.561 -0.961
C 0.021 -3.326 -0.837
N -0.555 -2.231 -1.243
H 1.639 -4.451 -1.113
H 1.894 -2.840 -1.480
H -0.558 -4.179 -0.439
H -1.576 -2.290 -1.135
C -0.428 0.971 0.309
C 0.142 2.311 0.688
C -0.976 3.391 0.925
N 0.589 -0.107 0.141
H -1.126 0.575 1.062
H -0.992 1.032 -0.628
H 0.798 2.698 -0.103
H 0.758 2.097 1.546
H -1.575 3.500 0.043
H -1.529 3.149 1.787
H -0.352 4.303 1.122
H 1.442 0.263 -0.395
H 0.912 -0.401 1.077
H 0.118 -0.904 -0.368



#b
21
Properties=species:S:1:pos:R:3 method="wB97M-V/def2-TZVPD" homo_ev=-14.20 charge=+1 lumo_energy_ev=-3.19
C 1.771 -1.494 -0.088
C 2.300 -0.067 -0.147
N 1.700 0.611 -1.342
H 2.128 -2.077 -0.936
H 2.043 -1.984 0.844
H 0.679 -1.460 -0.163
H 2.003 0.518 0.727
H 3.390 -0.081 -0.178
H 2.284 1.423 -1.533
H 1.886 -0.032 -2.108
C -2.778 -0.706 1.236
N -0.726 1.707 -0.570
C -1.673 1.195 0.182
N -1.590 0.054 0.828
H -2.579 -1.757 1.055
H -3.614 -0.365 0.636
H -3.011 -0.564 2.290
H 0.113 1.153 -0.915
H -0.973 2.595 -0.977
H -2.674 1.591 0.024
H -0.680 -0.261 1.135



Least stable of them? #a.